# 1
Molecular formula: C40H33ClDyGeN4O4
Method: DFT, ωB97M-V/def2-TZVPD

The multiplicity is 6. As for the total charge: -1. Its max |F| is 3.58 eV/A. Its frontier orbital gap (alpha / beta) is 6.74 / 6.74 eV. Its expectation value of S² is 9.327.

Last column: Löwdin spin population.
Cartesian coordinates (Å):
Dy1 0.536 2.564 -1.044  5.06
O1 -3.990 2.804 -0.839  0.00
C1 -2.804 2.560 -1.045  0.00
N1 -1.763 2.645 -0.207  -0.01
C2 -1.937 2.934 1.180  0.00
C3 -3.200 2.854 1.757  0.00
C4 -3.283 2.972 3.113  0.00
C5 -2.166 3.286 3.873  0.00
C6 -0.961 3.526 3.261  0.00
C7 -0.784 3.227 1.939  0.00
N2 0.431 2.879 1.313  -0.01
C8 1.540 2.846 2.048  0.00
O2 1.609 3.009 3.276  0.00
C9 2.815 2.595 1.284  0.00
C10 4.069 2.716 2.014  0.00
C11 5.168 2.650 1.212  0.00
C12 5.109 2.416 -0.144  0.00
C13 3.881 2.259 -0.723  0.00
N3 2.749 2.403 -0.029  -0.01
C14 -2.435 2.450 -2.490  0.00
C15 -3.486 2.178 -3.373  0.00
C16 -3.215 2.048 -4.697  0.00
C17 -1.899 2.055 -5.089  0.00
C18 -0.917 2.411 -4.156  0.00
N4 -1.167 2.582 -2.859  -0.01
H1 -4.071 2.788 1.159  0.00
H2 -4.235 2.764 3.649  0.00
H3 -2.278 3.484 4.924  0.00
H4 -0.131 3.902 3.816  0.00
H5 4.101 2.958 3.039  0.00
H6 6.156 2.836 1.629  0.00
H7 5.930 2.255 -0.828  0.00
H8 3.750 2.021 -1.804  0.00
H9 -4.505 2.254 -2.992  0.00
H10 -3.963 1.785 -5.457  0.00
H11 -1.587 1.831 -6.070  0.00
H12 0.131 2.576 -4.586  0.00
O3 -0.274 0.091 -1.481  -0.01
C19 0.748 -0.194 -2.111  0.00
O4 1.594 0.739 -2.333  -0.01
C20 1.021 -1.582 -2.637  0.00
C21 -0.026 -2.567 -2.190  0.00
Ge1 -0.064 -2.798 -0.174  0.00
C22 1.349 -1.780 0.566  0.00
C23 2.724 -2.153 0.320  0.00
C24 3.726 -1.592 1.071  0.00
C25 3.453 -0.659 2.091  0.00
C26 2.132 -0.361 2.401  0.00
C27 1.084 -0.895 1.652  0.00
C28 -1.756 -2.363 0.677  0.00
C29 -2.705 -1.523 0.055  0.00
C30 -3.832 -1.156 0.746  0.00
C31 -4.072 -1.648 2.042  0.00
C32 -3.135 -2.520 2.640  0.00
C33 -2.011 -2.892 1.952  0.00
C34 0.160 -4.709 0.075  0.00
C35 -1.009 -5.452 -0.074  0.00
C36 -0.906 -6.818 -0.159  0.00
C37 0.285 -7.535 0.025  0.00
C38 1.422 -6.764 0.249  0.00
C39 1.361 -5.375 0.309  0.00
H13 2.027 -1.917 -2.309  0.00
H14 1.156 -1.480 -3.756  0.00
H15 0.266 -3.521 -2.657  0.00
H16 -0.982 -2.218 -2.633  0.00
H17 3.027 -2.776 -0.527  0.00
H18 4.795 -1.900 0.929  0.00
H19 4.235 -0.308 2.685  0.00
H20 1.896 0.338 3.226  0.00
H21 0.022 -0.604 1.850  0.00
H22 -2.526 -1.118 -0.975  0.00
H23 -4.525 -0.434 0.289  0.00
H24 -4.930 -1.285 2.606  0.00
H25 -3.328 -2.870 3.610  0.00
H26 -1.348 -3.669 2.304  0.00
H27 -1.934 -4.921 -0.403  0.00
H28 -1.813 -7.340 -0.440  0.00
H29 0.307 -8.632 -0.114  0.00
H30 2.411 -7.243 0.269  0.00
H31 2.317 -4.838 0.434  0.00
Cl1 2.364 5.216 -2.461  0.00
C40 0.926 4.895 -1.329  0.01
H32 1.117 5.512 -0.483  0.00
H33 0.052 5.296 -1.882  0.00

---

# 2
Molecular formula: C40H34ClF6N3O2
Method: DFT, ωB97M-V/def2-TZVPD

As for the total charge: 0. The calculation puts the energy above the lowest of the compared OMol25 structures with the same formula, charge and spin at 0.0 kcal/mol. Its max |F| is 2.93 eV/A. Its frontier orbital gap is 4.11 eV.

Last column: Löwdin charge in e.
Cartesian coordinates (Å):
C1 2.260 2.336 5.111  -0.07
C2 2.030 0.870 4.859  -0.22
O1 0.779 0.741 4.119  -0.02
C3 0.540 -0.525 3.707  -0.51
C4 -0.752 -0.652 2.988  -0.11
N1 -1.421 -1.736 3.200  0.05
C5 -2.579 -2.156 2.786  -0.10
C6 -3.083 -3.475 3.118  -0.21
C7 -4.230 -4.003 2.477  -0.04
C8 -4.642 -5.307 2.729  -0.11
C9 -3.925 -6.094 3.647  -0.70
Cl1 -4.402 -7.715 3.922  0.67
C10 -2.819 -5.567 4.335  -0.10
C11 -2.402 -4.262 4.067  -0.02
O2 1.311 -1.458 3.874  0.07
H1 3.265 2.489 5.516  0.08
H2 2.162 2.933 4.201  0.05
H3 1.542 2.714 5.846  0.08
H4 2.852 0.438 4.269  0.11
H5 1.933 0.316 5.802  0.13
H6 -1.182 0.248 2.524  0.12
H7 -3.213 -1.521 2.144  0.12
H8 -4.775 -3.373 1.771  0.11
H9 -5.504 -5.732 2.220  0.10
H10 -2.294 -6.183 5.060  0.10
H11 -1.543 -3.837 4.583  0.11
F1 -6.105 -1.020 -2.773  0.13
C12 -5.005 -1.815 -2.692  -0.53
F2 -4.439 -1.624 -1.450  0.11
F3 -5.418 -3.126 -2.737  0.11
C13 -3.979 -1.564 -3.759  -0.03
N2 -2.822 -2.438 -3.490  -0.07
C14 -2.465 -3.323 -4.537  -0.24
C15 -1.797 -2.838 -5.673  -0.01
C16 -1.600 -3.680 -6.765  -0.08
C17 -2.072 -4.998 -6.729  -0.09
C18 -2.732 -5.478 -5.592  -0.08
C19 -2.943 -4.641 -4.501  -0.01
C20 -1.860 -1.955 -2.602  -0.23
C21 -1.402 -2.783 -1.556  0.01
C22 -0.637 -2.240 -0.548  0.00
C23 -0.187 -0.882 -0.596  -0.19
C24 0.514 -0.356 0.530  0.03
C25 1.171 0.915 0.569  -0.20
C26 2.327 1.045 1.385  -0.01
C27 3.034 2.226 1.448  -0.01
C28 2.693 3.311 0.609  -0.21
N3 3.444 4.479 0.633  -0.05
C29 3.982 4.923 1.928  -0.04
C30 2.889 5.656 2.651  -0.53
F4 3.231 6.113 3.885  0.13
F5 2.458 6.722 1.903  0.12
F6 1.794 4.834 2.804  0.11
C31 4.049 5.034 -0.516  -0.22
C32 3.296 5.762 -1.453  -0.01
C33 3.946 6.430 -2.493  -0.08
C34 5.338 6.369 -2.618  -0.09
C35 6.087 5.621 -1.702  -0.08
C36 5.453 4.984 -0.640  -0.02
C37 1.564 3.199 -0.222  0.01
C38 0.755 2.077 -0.144  -0.01
C39 -0.457 -0.166 -1.801  -0.01
C40 -1.373 -0.644 -2.720  -0.01
H12 -4.407 -1.842 -4.724  0.15
H13 -3.688 -0.509 -3.718  0.13
H14 -1.451 -1.802 -5.671  0.12
H15 -1.082 -3.301 -7.646  0.10
H16 -1.929 -5.650 -7.592  0.10
H17 -3.094 -6.505 -5.552  0.11
H18 -3.476 -4.964 -3.606  0.12
H19 -1.720 -3.828 -1.548  0.13
H20 -0.364 -2.846 0.317  0.12
H21 0.819 -1.091 1.279  0.10
H22 2.701 0.174 1.926  0.12
H23 3.907 2.305 2.099  0.11
H24 4.294 4.085 2.556  0.12
H25 4.801 5.621 1.753  0.14
H26 2.215 5.824 -1.321  0.11
H27 3.357 7.002 -3.210  0.11
H28 5.844 6.909 -3.421  0.10
H29 7.169 5.533 -1.808  0.11
H30 6.019 4.424 0.108  0.12
H31 1.322 4.026 -0.890  0.10
H32 -0.214 2.086 -0.644  0.11
H33 0.037 0.777 -2.024  0.10
H34 -1.699 -0.039 -3.572  0.12

---

# 3
Molecular formula: C40H34ClN2O3PSTc
Method: DFT, ωB97M-V/def2-TZVPD

The multiplicity is 2. As for the total charge: +2. Its max |F| is 1.49 eV/A. Its frontier orbital gap (alpha / beta) is 6.02 / 6.14 eV. Its expectation value of S² is 0.918.

Last column: Löwdin spin population.
Cartesian coordinates (Å):
Tc1 -1.255 -0.206 -0.785  0.84
C1 -4.567 3.297 -4.382  0.00
C2 -3.815 2.134 -4.470  0.00
C3 -2.984 1.774 -3.422  0.00
C4 -2.906 2.585 -2.287  0.00
C5 -3.669 3.746 -2.192  0.00
C6 -4.501 4.096 -3.246  0.00
P1 -1.729 2.164 -1.005  0.00
C7 -2.277 2.941 0.502  0.00
C8 -3.458 2.447 1.067  0.00
C9 -3.886 2.925 2.299  0.00
C10 -3.135 3.892 2.962  0.00
C11 -1.959 4.377 2.401  0.00
C12 -1.520 3.896 1.173  0.00
C13 -0.147 2.791 -1.541  0.00
C14 0.171 4.101 -1.763  0.01
C15 1.394 4.422 -2.394  -0.01
C16 2.242 3.430 -2.802  0.01
C17 1.917 2.065 -2.596  0.00
C18 2.743 1.001 -3.050  0.08
C19 2.351 -0.310 -2.929  0.00
C20 1.129 -0.631 -2.315  0.07
C21 0.340 0.374 -1.787  0.00
C22 0.709 1.752 -1.951  0.02
H1 -5.215 3.581 -5.203  0.00
H2 -3.879 1.509 -5.352  0.00
H3 -2.400 0.863 -3.494  0.00
H4 -3.626 4.366 -1.303  0.00
H5 -5.102 4.994 -3.179  0.00
H6 -4.057 1.704 0.539  0.00
H7 -4.801 2.546 2.741  0.00
H8 -3.472 4.275 3.918  0.00
H9 -1.383 5.137 2.917  0.00
H10 -0.602 4.278 0.741  0.00
H11 -0.517 4.896 -1.483  0.00
H12 1.641 5.459 -2.584  0.00
H13 3.168 3.679 -3.315  0.00
H14 3.693 1.241 -3.519  0.00
H15 2.977 -1.105 -3.314  0.00
H16 0.814 -1.670 -2.269  0.00
Cl1 -3.695 -5.829 4.080  0.00
C23 -3.321 -5.060 2.583  0.00
C24 -3.264 -5.812 1.420  0.00
C25 -2.974 -5.187 0.219  0.00
C26 -2.736 -3.818 0.186  0.00
C27 -2.802 -3.077 1.358  0.00
C28 -3.095 -3.693 2.563  0.00
C29 -2.481 -3.201 -1.118  0.00
O1 -2.798 -3.606 -2.171  0.01
O2 -1.706 -1.972 -1.070  0.04
H17 -3.460 -6.877 1.459  0.00
H18 -2.932 -5.756 -0.704  0.00
H19 -2.656 -2.004 1.346  0.00
H20 -3.168 -3.122 3.484  0.00
C30 2.970 -3.881 -0.205  0.00
C31 1.845 -3.706 0.820  0.00
C32 0.947 -2.514 0.532  0.00
N1 1.709 -1.248 0.735  0.00
C33 1.245 -0.108 1.167  0.00
S1 -0.485 0.247 1.319  -0.05
N2 2.045 0.891 1.545  0.00
C34 3.520 0.932 1.495  0.00
O3 3.994 1.856 0.907  0.00
C35 4.262 -0.145 2.186  0.00
C36 5.612 -0.286 1.874  0.00
C37 6.367 -1.249 2.521  0.00
C38 5.777 -2.054 3.489  0.00
C39 4.432 -1.899 3.815  0.00
C40 3.674 -0.943 3.163  0.00
H21 3.500 -4.820 -0.041  0.00
H22 3.726 -3.083 -0.150  0.00
H23 2.572 -3.898 -1.227  0.00
H24 2.266 -3.598 1.825  0.00
H25 1.210 -4.592 0.830  0.00
H26 0.080 -2.508 1.183  0.00
H27 0.598 -2.553 -0.501  0.00
H28 2.716 -1.336 0.661  0.00
H29 1.615 1.801 1.640  0.00
H30 6.056 0.368 1.132  0.00
H31 7.417 -1.367 2.278  0.00
H32 6.372 -2.797 4.008  0.00
H33 3.983 -2.516 4.584  0.00
H34 2.637 -0.793 3.451  0.00

---

# 4
Molecular formula: C40H34HfN4O5P
Method: DFT, ωB97M-V/def2-TZVPD

As for the total charge: +1. The calculation puts the energy above the lowest of the compared OMol25 structures with the same formula, charge and spin at 160.8 kcal/mol. Its max |F| is 5.52 eV/A. Its frontier orbital gap is 5.07 eV.

Last column: Löwdin charge in e.
Cartesian coordinates (Å):
Hf1 0.596 -0.867 -1.695  1.67
C1 -1.846 -1.982 -3.573  -0.12
C2 -0.713 -2.957 -4.009  -0.11
C3 0.146 -3.501 -2.912  -0.26
C4 1.215 -4.339 -3.277  0.01
C5 2.136 -4.761 -2.300  0.01
C6 1.957 -4.331 -0.972  -0.01
C7 0.874 -3.535 -0.628  -0.07
N1 0.054 -2.983 -1.630  -0.03
N2 -1.357 -0.699 -2.948  -0.24
C8 -1.130 0.385 -3.924  -0.12
C9 -0.245 1.510 -3.416  -0.22
C10 0.131 2.577 -4.211  0.00
C11 1.061 3.442 -3.708  -0.01
C12 1.701 3.183 -2.488  -0.01
C13 1.207 2.222 -1.656  -0.07
N3 0.309 1.345 -2.172  -0.01
C14 -2.356 -0.115 -1.872  -0.07
C15 -2.596 -1.007 -0.669  -0.18
C16 -3.557 -2.107 -0.777  -0.02
C17 -3.431 -3.394 -0.192  -0.09
C18 -2.533 -3.764 0.780  -0.14
C19 -1.788 -2.992 1.561  -0.09
N4 -1.788 -0.807 0.389  -0.05
H1 -2.536 -2.485 -2.871  0.11
H2 -2.349 -1.651 -4.492  0.13
H3 -0.106 -2.570 -4.852  0.13
H4 -1.171 -3.833 -4.496  0.14
H5 1.259 -4.653 -4.370  0.16
H6 2.905 -5.431 -2.618  0.12
H7 2.622 -4.654 -0.167  0.13
H8 0.646 -3.200 0.366  0.11
H9 -2.129 0.818 -3.999  0.13
H10 -0.780 -0.043 -4.888  0.15
H11 -0.332 2.762 -5.203  0.14
H12 1.210 4.416 -4.177  0.13
H13 2.573 3.752 -2.237  0.12
H14 1.498 2.116 -0.592  0.11
H15 -3.295 0.173 -2.396  0.14
H16 -1.938 0.863 -1.644  0.11
H17 -4.299 -2.109 -1.577  0.10
H18 -4.024 -4.156 -0.678  0.11
H19 -2.456 -4.863 0.799  0.12
H20 -1.167 -3.509 2.298  0.13
O1 4.368 0.261 -0.899  0.15
C20 3.357 -0.168 -1.360  -0.45
O2 2.192 -0.347 -0.656  -0.21
C21 3.232 -0.648 -2.965  -0.44
O3 4.240 -0.455 -3.645  0.11
O4 1.991 -1.058 -3.231  -0.17
O5 -0.423 -0.557 0.019  -0.36
C22 -1.863 -1.544 1.639  -0.13
C23 -1.508 -0.990 2.895  -0.16
C24 -2.280 -1.667 3.912  -0.01
C25 -2.386 -1.130 5.181  -0.06
C26 -1.589 -0.038 5.451  -0.05
C27 -0.806 0.598 4.451  -0.11
C28 -0.685 0.132 3.188  -0.30
P1 0.231 1.230 2.098  1.09
C29 -0.428 2.950 2.012  -0.32
C30 -1.769 3.120 1.465  -0.09
C31 -2.333 4.392 1.397  -0.09
C32 -1.569 5.490 1.869  -0.07
C33 -0.392 5.313 2.659  -0.07
C34 0.153 4.053 2.697  -0.11
C35 1.915 1.423 2.642  -0.38
C36 2.728 2.404 2.086  -0.13
C37 4.023 2.598 2.604  -0.09
C38 4.564 1.810 3.582  -0.08
C39 3.759 0.788 4.133  -0.08
C40 2.443 0.625 3.733  -0.08
H21 -2.850 -2.530 3.643  0.10
H22 -2.929 -1.646 5.952  0.11
H23 -1.482 0.264 6.503  0.12
H24 -0.200 1.446 4.767  0.11
H25 -2.266 2.272 1.024  0.08
H26 -3.298 4.520 0.936  0.09
H27 -1.884 6.459 1.496  0.10
H28 0.067 6.173 3.174  0.11
H29 1.023 3.846 3.247  0.08
H30 2.395 3.008 1.240  0.10
H31 4.638 3.440 2.235  0.12
H32 5.572 1.933 3.895  0.09
H33 4.059 0.178 4.984  0.10
H34 1.815 -0.214 4.040  0.10

---

# 5
Molecular formula: C40H34N8OPS5Ti
Method: DFT, ωB97M-V/def2-TZVPD

The multiplicity is 3. As for the total charge: -1. The calculation puts the energy above the lowest of the compared OMol25 structures with the same formula, charge and spin at 8.0 kcal/mol. Its max |F| is 0.75 eV/A. Its frontier orbital gap (alpha / beta) is 5.96 / 6.26 eV. Its expectation value of S² is 2.023.

Last column: Löwdin spin population.
Cartesian coordinates (Å):
Ti1 -0.149 -0.134 0.429  1.00
C1 4.053 3.401 1.820  0.00
C2 3.824 2.959 0.526  0.00
C3 2.571 2.483 0.162  0.00
C4 1.534 2.425 1.087  0.01
C5 1.771 2.881 2.387  0.00
C6 3.019 3.363 2.744  0.00
N1 0.290 1.870 0.714  0.03
C7 -0.825 2.635 0.981  0.04
C8 -0.838 4.034 1.112  0.00
C9 -2.026 4.714 1.345  0.06
C10 -3.235 4.033 1.460  0.00
C11 -3.257 2.653 1.339  0.05
C12 -2.071 1.962 1.090  0.00
N2 -1.952 0.597 1.004  0.27
N3 -3.006 -0.159 1.236  0.21
C13 -2.663 -1.464 1.268  0.04
C14 -3.660 -2.433 1.525  0.04
C15 -3.304 -3.750 1.626  0.02
C16 -1.959 -4.119 1.468  0.06
C17 -1.039 -3.127 1.213  0.01
N4 -1.364 -1.833 1.110  0.08
H1 5.034 3.758 2.112  0.00
H2 4.624 2.969 -0.204  0.00
H3 2.366 2.142 -0.845  0.00
H4 0.969 2.844 3.114  0.00
H5 3.190 3.697 3.761  0.00
H6 0.095 4.579 1.038  0.00
H7 -2.003 5.794 1.442  0.00
H8 -4.153 4.577 1.647  0.00
H9 -4.172 2.086 1.431  0.00
H10 -4.682 -2.098 1.629  0.00
H11 -4.060 -4.505 1.814  0.00
H12 -1.643 -5.153 1.513  0.00
H13 0.008 -3.354 1.047  0.00
N5 -0.918 3.667 -2.140  0.00
C18 -0.130 3.020 -3.038  0.00
N6 0.349 1.843 -2.856  0.00
C19 1.070 1.417 -3.951  0.00
C20 1.683 0.171 -4.067  0.00
C21 2.404 -0.114 -5.214  0.00
C22 2.518 0.819 -6.245  0.00
C23 1.900 2.057 -6.151  0.00
C24 1.174 2.341 -5.005  0.00
S1 0.266 3.777 -4.592  0.00
H14 -0.945 3.252 -1.215  0.00
H15 -0.947 4.670 -2.160  0.00
H16 1.574 -0.547 -3.262  0.00
H17 2.884 -1.080 -5.313  0.00
H18 3.089 0.574 -7.132  0.00
H19 1.979 2.778 -6.956  0.00
S2 4.185 -1.060 2.433  0.00
P1 3.809 -1.516 0.554  0.00
S3 1.905 -1.676 -0.106  0.02
C25 4.735 -0.471 -0.629  0.00
C26 4.129 0.047 -1.766  0.00
C27 4.868 0.783 -2.683  0.00
C28 6.219 1.009 -2.459  0.00
C29 6.829 0.496 -1.320  0.00
C30 6.092 -0.246 -0.410  0.00
C31 4.543 -3.142 0.129  0.00
C32 5.214 -3.897 1.082  0.00
C33 5.766 -5.126 0.737  0.00
C34 5.655 -5.599 -0.562  0.00
C35 4.991 -4.842 -1.520  0.00
C36 4.437 -3.619 -1.176  0.00
H20 3.074 -0.132 -1.930  0.00
H21 4.380 1.177 -3.567  0.00
H22 6.798 1.589 -3.168  0.00
H23 7.883 0.673 -1.143  0.00
H24 6.559 -0.639 0.486  0.00
H25 5.299 -3.507 2.089  0.00
H26 6.286 -5.712 1.486  0.00
H27 6.088 -6.555 -0.831  0.00
H28 4.902 -5.207 -2.535  0.00
H29 3.906 -3.033 -1.917  0.00
S4 0.707 -0.096 3.023  0.01
C37 0.528 -1.623 3.642  0.00
N7 1.383 -2.603 3.385  0.00
C38 1.310 -3.769 4.246  0.00
C39 -0.145 -3.859 4.695  0.00
S5 -0.734 -2.140 4.724  0.00
H30 2.254 -2.319 2.914  0.00
H31 1.978 -3.646 5.104  0.00
H32 1.606 -4.661 3.696  0.00
H33 -0.240 -4.303 5.683  0.00
H34 -0.749 -4.414 3.981  0.00
O1 -1.574 -1.978 -3.219  0.01
C40 -1.194 -1.332 -2.297  0.01
N8 -0.818 -0.670 -1.381  0.00

---

- Among the records above, which one has the highest total charge?
  C40H34ClN2O3PSTc

---

- Which value of total charge does entry 2 give?
  0